(1)
Computed, not measured: a molecular structure, C40H32AsN5O4Sm at a distorted geometry, with wB97M-V/def2-TZVPD.

CARTESIAN COORDINATES (ANGSTROEM)
Sm 0.560 1.037 -1.373
C 1.903 1.588 -5.488
O 2.533 2.852 -5.310
C 3.164 3.199 -4.141
C 4.012 4.279 -4.259
C 4.728 4.781 -3.170
C 4.556 4.202 -1.938
C 3.672 3.125 -1.768
C 3.486 2.593 -0.442
N 2.571 1.758 -0.101
N 2.649 1.371 1.229
C 1.880 0.367 1.550
O 1.089 -0.277 0.759
C 1.958 -0.023 2.994
C 2.511 0.837 3.943
C 2.551 0.473 5.279
C 2.037 -0.752 5.685
C 1.493 -1.615 4.746
C 1.458 -1.253 3.407
C 2.978 2.556 -2.877
O 2.236 1.508 -2.734
H 1.065 1.435 -4.818
H 2.612 0.767 -5.361
H 1.545 1.594 -6.518
H 4.106 4.735 -5.238
H 5.407 5.611 -3.308
H 5.091 4.581 -1.074
H 4.175 2.928 0.335
H 2.897 1.788 3.606
H 2.979 1.149 6.009
H 2.064 -1.034 6.731
H 1.079 -2.567 5.057
H 1.047 -1.926 2.666
C -0.221 3.649 -1.070
C 0.010 3.495 -2.454
C -1.021 2.690 -2.981
C -1.913 2.384 -1.933
C -1.422 2.972 -0.755
H 0.328 4.307 -0.412
H 0.765 4.015 -3.024
H -1.181 2.466 -4.026
H -2.850 1.857 -2.030
H -1.927 2.981 0.201
N -0.792 -4.672 -5.145
C -0.570 -3.918 -4.290
N -0.334 -3.156 -3.265
C -0.046 -1.947 -3.059
N 0.228 -0.847 -2.751
O -1.203 0.114 -0.414
As -1.518 -1.141 0.585
C -3.409 -1.455 0.172
C -3.754 -1.168 -1.148
C -5.071 -1.264 -1.570
C -6.058 -1.638 -0.670
C -5.722 -1.919 0.645
C -4.403 -1.828 1.068
C -0.732 -2.911 0.386
C -1.595 -3.999 0.471
C -1.097 -5.287 0.355
C 0.258 -5.488 0.138
C 1.114 -4.401 0.040
C 0.626 -3.110 0.168
C -1.575 -0.633 2.447
C -1.315 0.697 2.745
C -1.387 1.143 4.055
C -1.731 0.256 5.066
C -1.993 -1.074 4.765
C -1.910 -1.525 3.458
H -2.976 -0.851 -1.832
H -5.321 -1.035 -2.598
H -7.090 -1.707 -0.992
H -6.490 -2.203 1.354
H -4.160 -2.038 2.102
H -2.659 -3.840 0.596
H -1.769 -6.132 0.423
H 0.646 -6.493 0.033
H 2.170 -4.559 -0.140
H 1.286 -2.257 0.094
H -1.043 1.368 1.937
H -1.160 2.174 4.290
H -1.785 0.598 6.091
H -2.247 -1.765 5.560
H -2.072 -2.574 3.235

## Properties
Maximum force = 1.9 eV Å⁻¹
Kohn-Sham gap (spin up / spin down) = 7.047 / 7.049 eV
Energy relative to the best compared isomer or geometry (same formula, charge and spin) = 0.815 eV
Multiplicity = 6
Charge = -1
<S²> = 8.759

Results of the Mulliken charge analysis, in e, for atoms 1 through 4: atom 1 (Sm): 1.09, atom 2 (C): -0.42, atom 3 (O): -0.51, atom 4 (C): 0.39


(2)
Computed, not measured: a molecular structure, C40H32B3F3O23 at a distorted geometry, with wB97M-V/def2-TZVPD.

CARTESIAN COORDINATES (ANGSTROEM)
C -1.062 3.194 10.139
C -0.856 2.683 9.062
C -0.790 1.792 7.833
C -1.885 2.200 6.768
C -2.094 1.019 5.712
B -2.032 1.537 4.211
O -3.132 1.855 3.400
B -2.622 1.794 2.080
C -2.856 2.988 1.079
C -2.720 3.995 0.421
O -1.867 0.647 1.716
B -0.763 0.648 2.586
C 0.434 -0.396 2.564
C 0.543 -1.235 1.242
C -0.252 -2.579 1.298
F -0.868 -2.800 0.106
F -1.159 -2.641 2.302
F 0.628 -3.608 1.535
O -0.738 1.653 3.601
H -1.382 3.939 10.870
H -0.997 0.727 8.085
H 0.191 1.917 7.325
H -1.567 3.105 6.210
H -2.859 2.356 7.270
H -1.233 0.324 5.881
H -3.041 0.464 5.872
H -2.490 4.975 -0.002
H 0.383 -1.089 3.435
H 1.391 0.176 2.654
H 1.623 -1.544 1.149
H 0.313 -0.668 0.319
C -2.109 2.346 -3.794
C -1.299 2.265 -2.732
C -0.885 0.944 -2.160
O -0.128 0.923 -1.205
C -1.413 -0.266 -2.776
C -2.228 -0.186 -3.836
C -2.619 1.134 -4.426
O -3.346 1.154 -5.402
O -2.728 -1.275 -4.420
O -0.816 3.356 -2.127
H -2.413 3.293 -4.218
H -1.121 -1.213 -2.342
H -3.280 -0.946 -5.154
H -0.260 3.022 -1.394
C -4.135 -3.806 0.614
C -4.591 -2.568 0.833
C -6.038 -2.303 1.110
O -6.402 -1.162 1.321
C -6.956 -3.439 1.110
C -6.500 -4.676 0.888
C -5.049 -4.944 0.638
O -4.681 -6.089 0.460
O -7.318 -5.739 0.880
O -3.778 -1.502 0.815
H -3.092 -4.009 0.415
H -8.001 -3.234 1.294
H -6.745 -6.508 0.700
H -4.350 -0.735 1.001
C 5.620 -1.351 1.428
C 6.933 -1.368 1.175
C 7.511 -0.653 -0.007
O 8.713 -0.681 -0.185
C 6.593 0.047 -0.902
C 5.281 0.060 -0.649
C 4.708 -0.632 0.547
O 3.508 -0.575 0.742
O 4.413 0.693 -1.454
O 7.795 -2.021 1.964
H 5.190 -1.861 2.280
H 7.020 0.545 -1.761
H 3.534 0.553 -1.052
H 8.675 -1.877 1.567
C 4.619 4.225 1.033
C 3.432 3.634 0.869
C 2.295 4.332 0.196
O 1.242 3.736 0.061
C 2.501 5.700 -0.263
C 3.688 6.295 -0.099
C 4.836 5.587 0.552
O 5.901 6.163 0.663
O 3.909 7.551 -0.507
O 3.194 2.384 1.296
H 5.449 3.729 1.516
H 1.665 6.198 -0.733
H 4.837 7.743 -0.275
H 2.267 2.197 1.053
C -0.929 -3.974 -6.257
C -0.522 -2.710 -6.415
C 0.482 -2.336 -7.461
O 0.807 -1.170 -7.578
C 1.032 -3.400 -8.296
C 0.627 -4.664 -8.136
C -0.396 -5.034 -7.109
O -0.746 -6.195 -7.013
O 1.116 -5.662 -8.886
O -0.994 -1.716 -5.644
H -1.655 -4.257 -5.507
H 1.769 -3.120 -9.036
H 0.663 -6.469 -8.575
H -0.541 -0.909 -5.963

## Properties
Maximum force = 3.0 eV Å⁻¹
Kohn-Sham gap = 7.656 eV
Charge = 0

Results of the Mulliken charge analysis, in e, for atoms 1 through 4: atom 1 (C): -0.08, atom 2 (C): -0.66, atom 3 (C): -0.32, atom 4 (C): -0.57


> Which of these has the lowest maximum force?

C40H32AsN5O4Sm


> Among the records above, which one has the highest charge?

C40H32B3F3O23